(1)
DFT (ωB97M-V/def2-TZVPD) results for a 2-piece molecular cluster, C3H5BrO overall at a distorted geometry.

Computed properties:
E_LUMO (alpha / beta) in eV: -1.4 / -1.4
Electronic energy in hartree: -2766.42853
ΔE to the lowest compared entry with this formula, charge and spin in kcal per mole: 67.5
Frontier orbital gap (alpha / beta) in eV: 7.42 / 7.42

Element x y z (Å)
Br  -3.612  0.457  -0.187
O  -0.467  -1.404  -0.031
C  -0.917  -0.336  0.561
C  1.374  0.290  -0.065
C  0.000  -0.086  -0.520
H  -1.106  0.009  1.629
H  2.080  0.066  -0.864
H  1.648  -0.452  0.777
H  1.342  1.443  0.249
H  -0.342  0.013  -1.550

(2)
DFT (ωB97M-V/def2-TZVPD) results for a 2-piece molecular cluster, C3H5BrO overall at a distorted geometry.

Computed properties:
<S²>: 2.017
E_LUMO (alpha / beta) in eV: 0.3 / -2.0
Spin multiplicity: 3
Electronic energy in hartree: -2766.33757
ΔE to the lowest compared entry with this formula, charge and spin in kcal per mole: 31.6
Frontier orbital gap (alpha / beta) in eV: 7.19 / 8.26

Element x y z (Å)
Br  1.747  1.316  0.606
O  -0.456  1.370  -1.281
C  0.144  0.498  -0.495
C  -0.751  -0.405  0.256
C  -0.254  -1.109  1.263
H  0.149  1.821  -1.931
H  0.846  -1.000  1.514
H  1.247  -0.390  -1.723
H  -0.961  -1.718  1.836
H  -1.710  -0.384  -0.044

(3)
DFT (ωB97M-V/def2-TZVPD) results for a 2-piece molecular cluster, C3H5BrO overall at a distorted geometry.

Computed properties:
<S²>: 2.004
E_LUMO (alpha / beta) in eV: 0.8 / -2.4
Spin multiplicity: 3
Electronic energy in hartree: -2766.27622
ΔE to the lowest compared entry with this formula, charge and spin in kcal per mole: 70.0
Frontier orbital gap (alpha / beta) in eV: 7.39 / 7.84

Element x y z (Å)
Br  3.057  0.270  -0.156
O  0.543  -0.379  1.319
C  1.272  -0.517  0.175
C  0.063  0.294  0.243
C  -1.348  -0.011  -0.321
H  1.286  -1.368  -0.442
H  0.083  2.046  0.391
H  -2.026  0.053  0.634
H  -1.614  0.676  -1.087
H  -1.315  -1.064  -0.757

(4)
DFT (ωB97M-V/def2-TZVPD) results for a 3-piece molecular cluster, C3H5BrO2 overall at a distorted geometry.

Computed properties:
E_LUMO in eV: 0.3
Electronic energy in hartree: -2841.76362
ΔE to the lowest compared entry with this formula, charge and spin in kcal per mole: 22.1
Frontier orbital gap in eV: 10.52

Element x y z (Å)
Br  2.338  -1.947  -0.346
O  1.277  3.420  0.340
O  0.449  0.493  -0.053
C  -1.321  -1.018  -0.215
C  -0.734  0.339  0.071
C  2.084  2.605  0.268
H  1.415  -0.847  -0.182
H  -2.366  -1.128  0.187
H  -0.765  -1.704  0.498
H  -0.956  -1.269  -1.192
H  -1.422  1.055  0.623